C23H44N3O2P2V as an isolated structure. Source: the Open Molecules 2025 dataset; level of theory: ωB97M-V/def2-TZVPD.

Atoms and positions in Å:
V 0.278 0.232 -0.322
P -0.195 -1.697 -1.639
P -0.074 2.596 0.307
N 1.850 0.629 -1.304
C 1.421 -1.522 -2.593
H 2.098 -2.264 -2.145
H 1.239 -1.769 -3.656
C 2.076 -0.142 -2.505
H 3.158 -0.296 -2.662
H 1.740 0.484 -3.361
C 2.076 2.046 -1.500
H 1.467 2.259 -2.400
H 3.141 2.207 -1.758
C 1.631 2.950 -0.343
H 1.638 3.968 -0.767
H 2.369 2.897 0.479
C 0.025 3.323 2.006
C 0.427 2.227 3.004
H 1.418 1.829 2.755
H -0.309 1.406 3.045
H 0.533 2.663 4.004
C -1.170 3.676 -0.745
C -2.671 3.497 -0.453
H -3.263 3.849 -1.316
H -2.962 4.028 0.463
H -2.928 2.447 -0.289
C -1.606 -1.909 -2.810
C -2.893 -2.469 -2.166
H -3.691 -2.529 -2.931
H -3.228 -1.884 -1.297
H -2.722 -3.480 -1.779
C -0.020 -3.222 -0.629
C -1.169 -3.436 0.379
H -0.744 -3.700 1.355
H -1.770 -4.296 0.054
H -1.811 -2.548 0.516
C -1.400 0.053 0.320
C -0.764 5.171 -0.728
H 0.051 5.424 -0.038
H -0.422 5.498 -1.720
H -1.613 5.818 -0.469
C -1.242 -2.777 -4.034
H -2.151 -3.135 -4.548
H -0.717 -2.199 -4.799
H -0.611 -3.643 -3.778
C 0.248 -4.484 -1.455
H 0.527 -5.289 -0.760
H -0.633 -4.791 -2.032
H 1.081 -4.369 -2.156
C -1.252 4.041 2.436
H -2.134 3.396 2.382
H -1.159 4.353 3.483
H -1.465 4.925 1.826
H 0.845 4.066 1.939
H 0.899 -2.977 -0.065
H -0.990 3.291 -1.763
H -1.843 -0.885 -3.139
O -2.571 -0.020 0.511
H -1.418 1.014 -2.668
H -1.951 1.057 -2.188
N 1.158 -3.003 5.260
C 0.540 -2.720 4.075
O -0.544 -3.200 3.749
C 1.295 -1.830 3.162
C 2.692 -1.692 3.209
C 3.285 -0.938 2.208
C 2.510 -0.411 1.203
N 1.132 -0.501 1.160
C 0.526 -1.190 2.186
H 0.645 -3.513 5.943
H 1.931 -2.441 5.601
H 3.300 -2.188 3.957
H 4.369 -0.817 2.108
H 3.052 0.088 0.398
H -0.568 -1.233 2.226

Output
- total energy (a.u.) = -2843.98295
- 2S+1 = 4
- E_HOMO (alpha / beta) (eV) = -9.96 / -10.92
- gap between HOMO and LUMO (alpha / beta) (eV) = 7.038 / 7.608
- total charge = +1